56
Properties=species:S:1:pos:R:3 method="wB97M-V/def2-TZVPD" total_energy_ev=-185162.8110 orbital_gap_ev=8.25 charge=+1 max_force_ev_per_a=11.974
C 0.82 -3.60 -1.83
C -0.63 -2.87 -1.75
C -0.93 -1.93 -0.47
Br -2.06 -3.06 0.81
C 0.28 -1.13 0.22
O 1.54 -1.73 0.64
C 1.40 -2.95 1.44
N 1.31 -3.90 2.34
C -0.44 -0.20 1.41
N -0.56 -0.76 2.80
C -1.42 -0.06 3.60
C -2.99 0.31 3.30
C -0.83 0.45 5.08
C 0.30 1.28 1.47
Br -0.92 2.90 1.70
C 1.43 1.58 2.61
C 2.48 0.36 2.90
N 0.66 1.44 -0.01
C 0.87 0.13 -0.72
C 0.20 0.39 -2.19
C 0.75 1.69 -3.00
C -0.46 2.32 -3.97
S -1.38 1.03 -4.96
O -1.94 1.76 -6.23
O -0.50 -0.14 -5.49
O -2.77 0.51 -4.08
N 2.23 -0.40 -1.06
C 3.23 0.53 -0.99
O 4.18 1.50 -1.04
H 0.81 -4.28 -2.82
H 1.63 -2.78 -2.03
H 1.07 -4.34 -0.96
H -0.87 -2.25 -2.75
H -1.45 -3.73 -1.75
H -1.72 -1.11 -0.84
H -1.49 0.10 0.95
H -3.76 -0.46 3.76
H -3.27 0.45 2.17
H -3.20 1.36 3.83
H 0.22 -0.06 5.29
H -0.72 1.62 5.13
H -1.56 0.09 5.95
H 2.09 2.49 2.19
H 1.01 1.97 3.64
H 3.31 0.79 3.64
H 3.06 -0.04 1.96
H 1.98 -0.56 3.47
H 1.24 2.28 -0.20
H -0.28 1.75 -0.39
H 0.50 -0.56 -2.85
H -0.96 0.46 -2.16
H 1.61 1.38 -3.74
H 1.12 2.59 -2.35
H -1.20 3.02 -3.36
H 0.09 3.03 -4.73
H -3.11 1.32 -3.59

96
Properties=species:S:1:pos:R:3 method="wB97M-V/def2-TZVPD" total_energy_ev=-3193002.7942 orbital_gap_ev=4.36 charge=-1 max_force_ev_per_a=1.455
N -0.07 0.64 1.82
C -1.18 1.55 2.17
N -1.53 2.32 0.95
N -2.34 0.73 2.63
C -0.75 2.44 3.38
In -0.54 4.65 3.05
P 0.12 5.44 0.71
O 1.18 4.34 0.03
O -1.27 5.41 -0.24
H -0.32 0.13 0.97
H -0.04 -0.03 2.59
H -0.97 2.07 0.14
H -2.52 2.26 0.74
H -2.67 0.14 1.86
H -3.12 1.35 2.88
H 0.17 2.01 3.84
H -1.54 2.33 4.14
H 0.74 5.25 4.13
H -2.05 5.50 3.46
H 1.07 3.44 0.40
H -1.95 4.86 0.20
C -5.53 5.16 0.09
Br -4.48 6.51 0.96
Br -6.59 5.86 -1.37
Br -4.42 3.70 -0.50
H -6.22 4.76 0.82
C 5.19 2.41 0.61
Br 5.33 4.09 1.51
Br 6.86 1.44 0.61
Br 3.77 1.32 1.31
H 4.94 2.62 -0.42
C -6.73 0.45 -2.48
Br -7.56 1.43 -1.04
Br -4.88 0.11 -2.12
Br -7.68 -1.17 -2.88
H -6.78 1.08 -3.36
C 1.99 -2.57 3.95
Br 1.01 -1.12 4.75
Br 1.01 -4.22 4.07
Br 2.49 -2.16 2.14
H 2.91 -2.69 4.50
C -2.93 -1.42 -5.79
Br -4.55 -0.39 -5.86
Br -1.37 -0.29 -5.72
Br -2.93 -2.68 -4.33
H -2.88 -1.99 -6.71
C -5.40 -0.84 -9.84
Br -5.92 0.81 -9.01
Br -3.50 -1.12 -9.71
Br -6.39 -2.33 -9.13
H -5.64 -0.76 -10.89
C -7.42 -0.45 2.40
Br -9.03 0.61 2.40
Br -5.85 0.66 2.35
Br -7.39 -1.67 3.89
H -7.43 -1.04 1.50
C 6.38 -3.74 4.78
Br 5.44 -2.29 5.61
Br 5.40 -5.39 4.92
Br 6.83 -3.34 2.95
H 7.31 -3.87 5.32
C 0.72 -1.30 8.88
Br -0.70 -0.16 8.29
Br 0.33 -3.16 8.54
Br 2.40 -0.78 8.10
H 0.82 -1.19 9.95
C 3.34 -5.40 -0.43
Br 4.12 -6.36 -1.91
Br 1.42 -5.39 -0.53
Br 3.96 -6.07 1.26
H 3.67 -4.37 -0.51
C 6.11 -5.67 -5.80
Br 5.16 -4.22 -4.98
Br 5.12 -7.31 -5.67
Br 6.58 -5.27 -7.63
H 7.03 -5.80 -5.26
C 10.20 0.27 -1.88
Br 8.71 0.92 -2.90
Br 9.65 -1.10 -0.65
Br 11.64 -0.32 -3.01
H 10.57 1.10 -1.29
C -3.93 4.12 -4.26
Br -2.93 5.41 -3.26
Br -5.05 4.94 -5.61
Br -2.79 2.76 -5.02
H -4.59 3.63 -3.56
C 3.62 4.07 5.95
Br 2.94 5.00 7.49
Br 5.43 3.46 6.23
Br 2.46 2.64 5.42
H 3.64 4.78 5.13
C -1.53 -6.22 -4.32
Br -2.94 -6.72 -3.11
Br -0.04 -5.45 -3.39
Br -0.99 -7.71 -5.42
H -1.93 -5.46 -4.98

53
Properties=species:S:1:pos:R:3 method="wB97M-V/def2-TZVPD" total_energy_ev=-131005.7471 orbital_gap_ev=5.13 max_force_ev_per_a=2.990
C 4.46 -1.51 0.57
C 3.47 -0.38 0.16
C 4.00 0.37 -1.10
C 3.31 0.53 1.40
C 2.22 1.63 1.26
C 0.94 1.17 0.56
C 0.37 2.02 -0.33
N -0.78 1.76 -1.00
P -1.32 3.06 -2.07
N -0.17 3.59 -2.97
C -1.43 0.59 -0.79
C -2.72 0.27 -1.51
C -3.99 0.50 -0.58
C -3.71 1.40 0.64
O -4.95 1.53 1.37
C -0.94 -0.36 0.11
C -1.66 -1.67 0.39
Cl -2.53 -1.61 2.00
C -0.71 -2.88 0.32
C -1.46 -4.22 0.06
Cl 0.54 -2.59 -0.95
C 0.26 -0.06 0.80
N 0.82 -0.93 1.77
C 0.36 -0.73 2.90
O -0.20 -0.60 3.92
H 5.48 -1.13 0.76
H 4.10 -1.96 1.51
H 4.49 -2.29 -0.21
H 2.55 -0.91 -0.12
H 3.57 1.39 -1.12
H 5.10 0.41 -1.08
H 3.64 -0.16 -1.99
H 4.29 1.01 1.59
H 3.07 -0.10 2.27
H 2.65 2.41 0.61
H 1.95 2.13 2.20
H 0.86 2.99 -0.51
H -2.37 2.66 -2.92
H -1.83 4.07 -1.20
H 0.70 3.07 -2.83
H -2.73 -0.79 -1.81
H -2.89 0.84 -2.42
H -4.46 -0.44 -0.27
H -4.75 1.03 -1.19
H -2.98 0.97 1.34
H -3.44 2.43 0.34
H -4.85 0.98 2.16
H -2.46 -1.89 -0.33
H -0.20 -3.03 1.29
H -2.00 -4.55 0.96
H -2.12 -4.05 -0.80
H -0.71 -4.99 -0.17
Br 1.19 -1.01 -2.98

60
Properties=species:S:1:pos:R:3 method="wB97M-V/def2-TZVPD" total_energy_ev=-134307.1571 orbital_gap_ev=10.20 max_force_ev_per_a=2.533
C -1.04 2.99 1.10
C -1.18 3.70 -0.25
O -2.25 3.19 -1.05
C -1.93 2.13 -1.85
Br -3.48 2.00 -3.11
C -1.89 0.79 -1.12
C -3.19 0.56 -0.30
C -3.82 -0.78 -0.64
F -3.09 -1.78 -0.03
O -0.83 2.39 -2.71
C 0.35 1.70 -2.53
O 1.03 1.78 -1.58
C 0.78 0.87 -3.73
C 0.27 -0.57 -3.72
C 0.61 -1.36 -2.45
C 1.87 -2.22 -2.61
C 2.12 -3.06 -1.34
F 1.99 -4.35 -1.73
F 1.20 -2.89 -0.41
C 3.57 -2.96 -0.80
F 4.40 -2.95 -1.79
F 3.82 -4.07 -0.13
S 3.91 -1.53 0.37
F 4.87 -0.85 -0.69
F 2.73 -0.68 -0.22
F 3.01 -2.18 1.47
F 5.17 -2.30 0.92
F 4.22 -0.37 1.37
H -0.13 2.40 1.16
H -1.92 2.41 1.32
H -0.96 3.74 1.88
H -0.22 3.77 -0.76
H -1.46 4.73 -0.01
H -1.08 0.72 -0.41
H -1.87 0.01 -1.88
H -3.88 1.39 -0.37
H -2.91 0.49 0.75
H -3.82 -0.93 -1.72
H -4.82 -0.81 -0.20
H 1.87 0.91 -3.72
H 0.47 1.43 -4.61
H -0.79 -0.58 -3.96
H 0.77 -1.07 -4.55
H 0.69 -0.73 -1.58
H -0.22 -2.03 -2.26
H 2.74 -1.64 -2.88
H 1.68 -2.91 -3.43
C 0.48 -0.05 4.51
C -0.77 -0.26 5.35
C -1.78 0.63 4.64
O -1.41 0.64 3.26
C -0.11 0.06 3.11
H 1.21 -0.85 4.59
H 0.97 0.89 4.78
H -1.08 -1.30 5.30
H -0.63 0.00 6.40
H -1.73 1.66 5.02
H -2.80 0.27 4.75
H -0.23 -0.92 2.65
H 0.49 0.69 2.45

55
Properties=species:S:1:pos:R:3 method="wB97M-V/def2-TZVPD" total_energy_ev=-84377.8424 orbital_gap_ev=6.87 max_force_ev_per_a=1.448
Hf -0.43 0.68 0.27
C 1.48 -2.36 0.04
C 1.58 -1.55 -1.26
N 0.33 -0.84 -1.58
C -0.64 -1.67 -2.36
C -2.01 -1.05 -2.13
N -2.22 -1.02 -0.68
C -2.62 -2.35 -0.16
C -2.39 -2.52 1.34
C -2.78 -1.32 2.19
N -1.62 -0.42 2.33
C -0.63 -0.90 3.29
C 0.74 -0.31 3.10
N 1.18 -0.39 1.67
C 1.96 -1.62 1.32
H 2.12 -3.22 -0.04
H 0.44 -2.70 0.17
H 1.89 -2.17 -2.12
H 2.31 -0.75 -1.17
H 0.54 -0.01 -2.11
H -0.58 -2.68 -1.99
H -0.36 -1.69 -3.41
H -2.79 -1.65 -2.63
H -2.05 -0.02 -2.50
H -2.96 -0.36 -0.49
H -2.07 -3.12 -0.69
H -3.69 -2.48 -0.43
H -1.33 -2.68 1.47
H -2.95 -3.44 1.66
H -3.18 -1.61 3.15
H -3.58 -0.74 1.70
H -1.97 0.50 2.57
H -0.60 -1.97 3.21
H -0.96 -0.73 4.33
H 1.45 -0.83 3.76
H 0.73 0.75 3.36
H 1.73 0.41 1.39
H 1.88 -2.31 2.16
H 2.99 -1.33 1.21
S -2.78 4.66 1.19
C -2.13 3.17 1.17
S -0.61 2.74 1.89
S -2.74 1.84 0.18
Cl -0.54 2.81 -2.50
C 1.16 3.13 -2.20
C 1.73 4.06 -3.05
C 3.07 4.33 -2.91
C 3.82 3.68 -1.92
C 3.22 2.74 -1.11
Cl 4.33 1.93 0.01
C 1.83 2.38 -1.18
N 1.19 1.46 -0.46
H 1.08 4.53 -3.78
H 3.55 5.07 -3.53
H 4.87 3.91 -1.77

52
Properties=species:S:1:pos:R:3 method="wB97M-V/def2-TZVPD" total_energy_ev=-61383.2333 orbital_gap_ev=8.85 max_force_ev_per_a=0.114
C -0.30 0.18 -3.45
C -1.26 0.44 -2.30
S -0.75 1.97 -1.46
C -1.96 2.06 -0.10
C -3.40 2.13 -0.60
C -1.62 3.34 0.67
O -2.30 4.34 0.52
N -0.53 3.34 1.49
C -0.23 4.56 2.22
C 0.33 2.21 1.77
C 1.76 2.43 1.26
O 2.61 1.36 1.62
C 2.32 0.14 0.96
C 1.77 -0.88 1.95
N 1.25 -2.05 1.25
C 2.03 -3.27 1.30
C 0.03 -1.94 0.67
O -0.64 -0.92 0.77
C -0.46 -3.08 -0.16
C 0.11 -3.45 -1.43
C 1.35 -2.83 -1.99
C -0.61 -4.43 -2.03
S -1.97 -4.92 -1.11
C -1.58 -3.80 0.12
Cl -2.56 -3.65 1.52
H -0.56 -0.75 -3.95
H -0.35 0.99 -4.19
H 0.73 0.11 -3.11
H -2.27 0.55 -2.67
H -1.24 -0.37 -1.57
H -1.83 1.18 0.52
H -4.07 2.27 0.25
H -3.53 2.97 -1.28
H -3.68 1.20 -1.09
H -1.12 5.19 2.24
H 0.07 4.31 3.24
H 0.58 5.12 1.75
H 0.37 2.04 2.85
H -0.07 1.31 1.31
H 1.74 2.57 0.17
H 2.19 3.32 1.71
H 1.59 0.29 0.16
H 3.25 -0.24 0.51
H 2.54 -1.21 2.64
H 0.96 -0.42 2.52
H 1.51 -4.08 0.79
H 3.00 -3.13 0.82
H 2.19 -3.57 2.34
H 2.25 -3.24 -1.54
H 1.41 -2.99 -3.07
H 1.36 -1.75 -1.82
H -0.41 -4.89 -2.99